No. 1
DFT (the ωB97M-V functional and the def2-TZVPD basis) results for 4 unconnected molecules or ions with the total composition C10H10Br3F3O9.

Each line ends with the Löwdin charge.
Element x y z (Å)
O 29.116 -23.936 0.577  0.155
C 30.025 -23.223 0.946  -0.535
O 31.327 -23.373 0.600  0.056
C 32.127 -22.409 1.250  -0.060
C 31.189 -21.939 2.369  -0.265
F 31.272 -20.600 2.553  0.069
O 29.903 -22.169 1.776  0.127
H 33.061 -22.894 1.535  0.135
H 32.491 -21.789 0.431  0.143
H 31.250 -22.460 3.324  0.175
O 27.030 -6.621 12.460  0.117
C 27.213 -7.330 11.432  -0.438
O 26.508 -8.486 11.229  0.084
C 26.544 -8.864 9.922  -0.119
C 27.481 -7.871 9.306  -0.355
F 26.760 -7.052 8.524  0.086
O 28.015 -7.163 10.366  0.164
H 27.037 -9.813 9.712  0.140
H 25.603 -8.779 9.379  0.150
H 28.188 -8.448 8.711  0.170
O 29.619 -11.722 3.622  0.132
C 29.294 -12.691 2.933  -0.578
O 28.080 -13.102 2.723  0.111
C 28.135 -14.337 1.998  -0.049
C 29.435 -14.250 1.232  -0.299
F 29.256 -13.652 0.052  0.094
O 30.085 -13.362 2.112  0.132
H 28.187 -15.136 2.738  0.136
H 27.243 -14.749 1.524  0.146
H 30.055 -15.133 1.077  0.174
Br 32.340 -4.958 3.715  0.524
C 30.894 -4.372 4.949  -1.511
Br 29.482 -3.294 4.162  0.549
Br 31.674 -3.395 6.552  0.473
H 30.348 -5.231 5.339  -0.035

Summary:
Orbital gap: 9.9 eV
SMILES string: O=C1OC[C@@H](F)O1.O=C1OC[C@@H](F)O1.O=C1OC[C@@H](F)O1.BrC(Br)Br
Multiplicity: 1

No. 2
DFT (the ωB97M-V functional and the def2-TZVPD basis) results for 2 unconnected molecules or ions with the total composition C6H14O2.

Each line ends with the Löwdin charge.
Element x y z (Å)
C -2.175 -0.259 0.912  0.057
C -1.181 0.686 1.173  -0.332
C -1.647 2.058 1.654  -0.060
C 0.216 0.218 1.032  -0.167
C 0.935 1.068 -0.052  -0.178
C 0.589 0.528 -1.372  -0.365
O 1.478 -0.369 -1.915  -0.088
H -1.916 -1.213 0.473  0.049
H -3.199 -0.084 1.110  0.043
H -1.961 2.251 2.609  0.036
H -0.952 2.898 1.342  0.091
H -2.612 2.329 1.207  0.079
H 0.716 0.111 1.985  0.114
H 0.104 -0.852 0.498  0.116
H 0.559 2.132 -0.067  0.117
H 2.042 1.055 0.037  0.132
H 0.580 1.353 -2.152  0.141
H -0.358 0.046 -1.530  0.111
H 1.578 -1.171 -1.278  0.088
O 1.393 -3.244 -0.864  -0.054
H 0.951 -2.513 -0.334  0.043
H 1.081 -3.231 -1.752  0.027

Summary:
Orbital gap: 10.0 eV
SMILES string: C=C(C)CCCO.O
Multiplicity: 1

Relative energy (zero: lowest compared OMol25 entry of this formula, charge and spin), respectively: 42.2; 67.3 kcal per mole.